{
  "formula": "C32H43Cl2HfO2P3",
  "method": "the ωB97M-V functional and the def2-TZVPD basis",
  "total_charge": 2,
  "gap_ha": 0.2722,
  "e_homo_ev": -12.91,
  "lumo_ev": -5.503,
  "multiplicity": 1,
  "symbols": ["P", "C", "C", "H", "C", "H", "C", "H", "C", "H", "C", "H", "C", "C", "H", "C", "H", "C", "H", "C", "H", "C", "H", "C", "C", "H", "C", "H", "C", "H", "C", "H", "C", "H", "Hf", "C", "C", "H", "C", "O", "H", "C", "H", "C", "Cl", "Cl", "P", "C", "H", "H", "H", "C", "H", "H", "H", "C", "H", "H", "H", "P", "C", "C", "H", "H", "H", "H", "H", "H", "C", "H", "H", "H", "H", "C", "C", "C", "O", "H", "H", "H", "H", "H", "H"],
  "xyz": [[1.24, 1.14, -1.62], [2.98, 1.35, -1.96], [3.55, 0.78, -3.12], [2.95, 0.12, -3.76], [4.87, 1.08, -3.46], [5.30, 0.65, -4.36], [5.62, 1.93, -2.64], [6.65, 2.16, -2.91], [5.06, 2.48, -1.49], [5.65, 3.15, -0.86], [3.74, 2.19, -1.14], [3.29, 2.61, -0.24], [0.64, -0.25, -2.60], [1.22, -1.51, -2.39], [2.08, -1.62, -1.72], [0.70, -2.63, -3.03], [1.13, -3.62, -2.84], [-0.35, -2.48, -3.95], [-0.74, -3.36, -4.47], [-0.89, -1.22, -4.19], [-1.69, -1.09, -4.93], [-0.41, -0.10, -3.51], [-0.83, 0.89, -3.72], [0.33, 2.62, -2.04], [0.67, 3.27, -3.25], [1.46, 2.86, -3.88], [-0.01, 4.42, -3.63], [0.26, 4.91, -4.57], [-1.02, 4.94, -2.82], [-1.54, 5.85, -3.12], [-1.35, 4.31, -1.61], [-2.13, 4.72, -0.97], [-0.67, 3.15, -1.22], [-0.90, 2.68, -0.26], [0.40, 0.08, 2.47], [-1.76, -1.13, 2.21], [-2.21, -1.34, 0.97], [-2.29, -1.49, 3.11], [-1.38, -0.76, -0.17], [-2.19, 0.29, -0.74], [-1.67, 0.84, -1.35], [-0.14, -0.26, 0.41], [-1.13, -1.51, -0.95], [0.81, 0.62, 0.33], [-0.16, -0.80, 4.71], [2.65, 0.73, 3.04], [1.49, -2.45, 2.36], [2.32, -3.00, 3.89], [1.57, -3.36, 4.60], [2.85, -2.16, 4.33], [3.03, -3.81, 3.65], [0.47, -3.92, 1.98], [-0.01, -3.79, 1.00], [-0.32, -4.01, 2.74], [1.09, -4.82, 1.97], [2.82, -2.56, 1.13], [3.40, -1.62, 1.15], [2.40, -2.71, 0.13], [3.48, -3.40, 1.39], [-3.75, -2.14, 0.42], [-4.36, -3.21, 1.70], [-3.31, -3.06, -1.06], [-4.52, -2.65, 2.62], [-3.65, -4.03, 1.88], [-5.32, -3.63, 1.36], [-2.98, -2.38, -1.86], [-4.19, -3.61, -1.41], [-2.50, -3.77, -0.84], [-4.90, -0.83, 0.00], [-5.04, -0.19, 0.88], [-5.86, -1.28, -0.29], [-4.48, -0.24, -0.81], [1.64, 0.99, 0.98], [0.04, 2.70, 5.25], [-0.77, 2.63, 4.01], [-1.95, 3.50, 3.85], [-0.48, 1.81, 3.08], [-0.29, 3.58, 5.83], [1.11, 2.79, 5.04], [-0.11, 1.80, 5.86], [-1.95, 3.98, 2.86], [-2.87, 2.92, 3.95], [-1.93, 4.27, 4.63]],
  "lowdin_charge": [1.1622, -0.3323, -0.0732, 0.1090, -0.0479, 0.1208, -0.0372, 0.1220, -0.0475, 0.1204, -0.0679, 0.1113, -0.3377, -0.0911, 0.1041, -0.0520, 0.1210, -0.0510, 0.1217, -0.0508, 0.1216, -0.0642, 0.1161, -0.3335, -0.0672, 0.1195, -0.0422, 0.1222, -0.0386, 0.1224, -0.0510, 0.1162, -0.0831, 0.0984, 0.8384, -0.1513, -0.3951, 0.0130, -0.3955, -0.0370, 0.0610, -0.2946, 0.1193, -0.2513, 0.0253, 0.0391, 0.6942, -0.2785, 0.0426, 0.0345, 0.0560, -0.2564, 0.0284, 0.0501, 0.0627, -0.2650, 0.0316, 0.0203, 0.0574, 0.8826, -0.1675, -0.1638, 0.0727, 0.0758, 0.0748, 0.0572, 0.0746, 0.0726, -0.1640, 0.0777, 0.0723, 0.0571, -0.0258, 0.0037, -0.3577, 0.0249, -0.1871, 0.0996, 0.1074, 0.0898, 0.1086, 0.1250, 0.0995]
}



{
  "formula": "C2H6OSn",
  "method": "the ωB97M-V functional and the def2-TZVPD basis",
  "total_charge": 2,
  "gap_ha": 0.3578,
  "e_homo_ev": -21.76,
  "lumo_ev": -12.021,
  "multiplicity": 1,
  "symbols": ["Sn", "C", "C", "O", "H", "H", "H", "H", "H", "H"],
  "xyz": [[1.92, -0.87, 0.76], [-0.41, 0.17, 0.88], [-0.40, 0.01, -0.65], [0.99, 0.12, -1.07], [-0.05, -0.71, 1.41], [-1.35, 0.49, 1.32], [0.27, 0.93, 1.28], [-1.13, 0.70, -1.08], [-0.82, -0.98, -0.82], [0.97, 0.13, -2.03]],
  "nbo_charge": [1.8128, -0.6963, -0.1219, -0.8175, 0.1369, 0.3687, 0.2398, 0.2780, 0.2268, 0.5728]
}



{
  "formula": "C10H13ClN4",
  "method": "the ωB97M-V functional and the def2-TZVPD basis",
  "total_charge": 0,
  "gap_ha": 0.3161,
  "e_homo_ev": -8.22,
  "lumo_ev": 0.381,
  "multiplicity": 1,
  "smiles": "[H]/N=C1/CCC=N[C@@]1(Cl)CCc1cnc[nH]1",
  "symbols": ["C", "C", "C", "C", "C", "C", "C", "C", "C", "C", "N", "N", "N", "N", "Cl", "H", "H", "H", "H", "H", "H", "H", "H", "H", "H", "H", "H", "H"],
  "xyz": [[3.50, -1.06, 0.08], [4.81, 0.62, -0.34], [2.71, 0.06, 0.36], [-2.44, -1.15, 1.34], [-2.23, 0.33, -1.05], [-3.69, -0.60, 0.63], [-3.38, -0.57, -0.85], [-1.07, 0.35, 0.21], [1.32, 0.28, 0.83], [0.35, 0.08, -0.31], [4.75, -0.71, -0.34], [-1.32, -0.68, 1.07], [-2.02, 0.93, -2.08], [3.56, 1.15, 0.06], [-1.18, 2.02, 0.88], [3.07, -2.02, 0.13], [5.68, 1.25, -0.60], [-2.47, -2.08, 1.91], [-4.51, -1.18, 0.87], [-3.87, 0.43, 0.96], [-4.27, -0.16, -1.37], [-3.07, -1.46, -1.43], [1.19, -0.62, 1.42], [1.37, 1.19, 1.36], [0.75, 0.92, -1.08], [0.37, -0.85, -0.78], [-1.18, 1.46, -2.23], [3.24, 2.07, 0.35]],
  "nbo_charge": [-0.1159, 0.1470, 0.1252, 0.2171, 0.3407, -0.4800, -0.4865, 0.0691, -0.4554, -0.3865, -0.4461, -0.4971, -0.6268, -0.5522, -0.0546, 0.1982, 0.2053, 0.1864, 0.2208, 0.2338, 0.2435, 0.2441, 0.2439, 0.2281, 0.1969, 0.2296, 0.3579, 0.4138]
}



{
  "formula": "C27H21Co2N2O8",
  "method": "the ωB97M-V functional and the def2-TZVPD basis",
  "total_charge": -1,
  "gap_ha": 0.1626,
  "e_homo_ev": -2.21,
  "lumo_ev": 2.218,
  "multiplicity": 1,
  "symbols": ["C", "O", "C", "C", "N", "C", "N", "C", "C", "C", "C", "O", "C", "C", "C", "C", "H", "H", "H", "H", "H", "H", "H", "H", "H", "H", "H", "H", "H", "H", "O", "C", "Co", "C", "O", "C", "O", "C", "C", "C", "C", "C", "C", "C", "C", "C", "Co", "C", "O", "C", "O", "C", "O", "H", "H", "H", "H", "H", "H", "H"],
  "xyz": [[0.86, 2.53, 3.71], [-0.07, 1.85, 2.83], [-0.40, 0.56, 3.12], [-1.59, 0.14, 2.55], [-2.29, 1.09, 1.72], [-1.84, 1.91, 0.65], [-2.83, 2.79, 0.49], [-3.02, 3.87, -0.46], [-3.91, 2.52, 1.31], [-3.59, 1.45, 2.05], [-2.26, -0.96, 3.14], [-3.54, -1.18, 2.76], [-4.34, -2.19, 3.46], [-1.64, -1.70, 4.18], [-0.38, -1.31, 4.64], [0.25, -0.18, 4.13], [0.75, 3.59, 3.48], [0.60, 2.33, 4.76], [1.89, 2.21, 3.50], [-2.10, 4.37, -0.80], [-3.53, 3.47, -1.34], [-3.64, 4.60, 0.07], [-4.81, 3.10, 1.26], [-4.18, 0.95, 2.79], [-5.36, -2.06, 3.09], [-3.97, -3.21, 3.23], [-4.33, -2.03, 4.56], [-2.15, -2.55, 4.63], [0.10, -1.89, 5.42], [1.18, 0.17, 4.55], [-1.77, -0.22, -1.20], [-1.44, 0.88, -1.42], [-0.69, 2.43, -1.79], [-1.82, 2.87, -3.33], [-2.91, 3.12, -3.65], [-0.44, 3.18, -0.09], [-0.17, 4.05, 0.67], [0.90, 2.78, -2.68], [1.01, 1.77, -1.78], [1.67, 1.00, -0.86], [2.29, -0.25, -1.21], [3.33, -0.68, -0.36], [4.10, -1.79, -0.68], [3.85, -2.48, -1.87], [2.82, -2.08, -2.73], [2.03, -0.98, -2.40], [-0.02, 2.65, -4.40], [1.62, 2.82, -4.98], [2.69, 2.98, -5.41], [-0.50, 3.37, -5.95], [-0.79, 3.82, -6.98], [-0.50, 0.94, -4.53], [-0.80, -0.14, -4.79], [1.54, 3.69, -2.69], [1.95, 1.45, 0.10], [3.55, -0.03, 0.49], [4.90, -2.09, -0.01], [4.50, -3.32, -2.15], [2.64, -2.63, -3.67], [1.22, -0.65, -3.08]],
  "nbo_charge": [-0.2533, -0.4872, 0.3330, 0.1192, -0.4237, 0.2691, -0.4056, -0.4143, -0.1006, -0.0659, 0.3156, -0.5018, -0.2579, -0.3450, -0.1723, -0.3230, 0.2140, 0.1752, 0.1810, 0.2585, 0.2304, 0.1813, 0.2150, 0.2264, 0.2028, 0.1880, 0.1809, 0.2160, 0.2095, 0.2194, -0.5740, 0.5047, -0.0089, 0.3997, -0.6007, 0.4830, -0.6171, -0.5193, 0.0534, -0.4896, 0.0776, -0.2465, -0.2218, -0.2889, -0.1907, -0.2813, -0.0872, 0.5956, -0.5387, 0.5233, -0.5398, 0.4955, -0.5427, 0.2149, 0.2184, 0.1925, 0.1948, 0.1929, 0.2013, 0.2148]
}



{
  "formula": "C3H6N2O2",
  "method": "the ωB97M-V functional and the def2-TZVPD basis",
  "total_charge": 0,
  "gap_ha": 0.3829,
  "e_homo_ev": -10.04,
  "lumo_ev": 0.375,
  "multiplicity": 1,
  "smiles": "C=NNCC(=O)O",
  "symbols": ["C", "C", "C", "H", "H", "H", "H", "H", "H", "N", "N", "O", "O"],
  "xyz": [[1.44, 0.14, 0.24], [0.36, -0.82, 0.54], [-2.74, 0.25, -0.05], [0.16, 1.30, 0.06], [0.68, -1.84, 0.43], [0.16, -0.72, 1.60], [-1.12, -1.68, 0.12], [-3.14, 1.10, 0.38], [-3.45, -0.59, -0.06], [-0.73, -0.78, -0.43], [-1.54, 0.27, -0.18], [1.05, 1.48, 0.07], [2.48, -0.41, -0.41]],
  "nbo_charge": [0.7342, -0.3669, -0.0747, 0.4854, 0.2401, 0.1956, 0.3258, 0.1800, 0.1532, -0.3898, -0.2813, -0.6469, -0.5547]
}